# C2H7IN3

A gas-phase ion, C2H7IN3 (charge +1) in a non-equilibrium geometry (ωB97M-V/def2-TZVPD, OMol25).

Last column: Mulliken charge in e.
Element x y z (Å)
C  0.64581  1.09112  -1.44612  -1.09
C  0.29099  0.23293  -0.29721  0.67
N  1.19750  -0.58545  0.10440  -0.27
N  -0.83667  0.44013  0.33097  -0.22
N  -1.56000  -0.40054  1.06434  -0.56
I  -0.59689  -1.37732  3.09663  0.18
H  1.66271  1.20918  -1.50023  0.43
H  0.29286  2.08134  -1.31244  0.32
H  0.23957  0.52284  -2.44524  0.27
H  2.06164  -0.50079  -0.35553  0.21
H  0.95905  -1.47911  0.53032  0.21
H  -2.39980  0.10732  1.49463  0.41
H  -1.95677  -1.34164  0.73547  0.43

Calculated values
Frontier orbital gap (alpha / beta) = 7.421 / 7.426 eV
Energy relative to the best compared isomer or geometry (same formula, charge and spin) = 51.91 kcal per mole
Highest occupied orbital energy (alpha / beta) = -13.9269 / -13.9303 eV
Lowest unoccupied orbital energy (alpha / beta) = -6.51 / -6.50 eV
Total charge = +1

***

# C3H12O3

3 unconnected molecules or ions with the total composition C3H12O3 in a non-equilibrium geometry (ωB97M-V/def2-TZVPD, OMol25).

Last column: Mulliken charge in e.
Element x y z (Å)
C  1.39911  -1.10386  -0.84806  -1.63
C  0.71297  -0.77388  0.41731  0.59
C  0.15072  -2.03338  1.15719  -1.05
O  -0.46767  -0.04242  -0.02721  -0.64
H  1.69218  -0.20849  -1.33206  0.50
H  0.90558  -1.83746  -1.47907  0.35
H  2.44368  -1.55485  -0.81807  0.38
H  1.20808  0.14434  0.97822  0.30
H  1.03196  -2.75782  0.89401  0.32
H  -0.75701  -2.49898  0.63286  0.27
H  -0.17670  -1.90270  2.23730  0.29
H  -1.04127  -0.68765  -0.56069  0.36
O  -0.96890  2.15366  1.65618  -0.67
H  -0.65579  1.25176  1.42240  0.37
H  -0.95094  2.58486  0.86792  0.30
O  -0.65336  1.49582  -2.00681  -0.67
H  -0.31267  1.24814  -2.79422  0.26
H  -0.24447  0.82908  -1.38458  0.38

Calculated values
Frontier orbital gap = 11.342 eV
Energy relative to the best compared isomer or geometry (same formula, charge and spin) = 36.25 kcal per mole
Highest occupied orbital energy = -10.7707 eV
Lowest unoccupied orbital energy = 0.57 eV

***

# C3H2IN2

A molecular structure, C3H2IN2 in a non-equilibrium geometry (ωB97M-V/def2-TZVPD, OMol25).

Last column: Mulliken charge in e.
Element x y z (Å)
C  1.94165  -1.31294  0.94142  0.53
C  0.51356  -0.89508  -0.46776  0.03
C  -0.04959  -0.81235  1.00587  -0.31
N  1.76388  -1.16159  -0.36915  -0.32
N  1.08629  -1.06469  1.80241  -0.17
I  -2.08673  -1.30922  1.47005  0.37
H  -0.09584  -0.66374  -1.30642  0.44
H  -0.16217  0.62021  0.77046  0.42

Calculated values
Frontier orbital gap (alpha / beta) = 5.502 / 5.503 eV
Energy relative to the best compared isomer or geometry (same formula, charge and spin) = 73.93 kcal per mole
Highest occupied orbital energy (alpha / beta) = -14.6079 / -14.6081 eV
Lowest unoccupied orbital energy (alpha / beta) = -9.11 / -9.11 eV
Total charge = +1